11
Properties=species:S:1:pos:R:3:forces:R:3 method="wB97M-V/def2-TZVPD" charge=0 orbital_gap_ev=9.69 e_above_lowest_ev=3.1376 lumo_energy_ev=-0.32 energy_ev=-8329.303 smiles="C#CC(=O)C#CC"
C -0.269221 3.136517 0.919763 0.666 -2.206 -0.812
C -0.149955 1.931429 0.795588 -1.683 1.835 3.168
C -0.550368 0.656719 1.447054 0.799 -0.850 -0.839
O -1.005575 0.380774 2.544413 0.509 1.217 -1.331
C -0.191607 -0.278539 0.428808 -0.227 -2.162 -0.222
C 0.120627 -1.064077 -0.430656 -0.088 0.210 0.260
C 0.491481 -2.033581 -1.447188 0.066 -0.085 -0.220
H -0.215107 4.157348 0.878129 -0.011 1.924 -0.128
H -0.341554 -2.714967 -1.646646 0.112 0.097 0.048
H 1.342702 -2.631697 -1.106730 -0.120 0.088 -0.026
H 0.768578 -1.539925 -2.382535 -0.023 -0.067 0.102

162
Properties=species:S:1:pos:R:3:forces:R:3 method="wB97M-V/def2-TZVPD" charge=0 orbital_gap_ev=9.14 e_above_lowest_ev=0.3074 lumo_energy_ev=0.33 energy_ev=-399582.132 smiles=COC[C@H](C)N.COC[C@H](C)N.COC[C@H](C)N.COC[C@H](C)N.COC[C@H](C)N.COC[C@H](C)N.COC[C@H](C)N.COC[C@H](C)N.BrCCBr.BrCCBr.ClCCl.ClCCl
C 4.720217 -3.661705 1.382086 0.315 -0.622 0.169
O 6.022087 -3.829739 1.947018 -0.418 -0.194 -0.474
C 6.945777 -2.912870 1.399893 0.833 1.293 1.825
C 8.223095 -2.927519 2.288428 -0.307 -1.717 -0.071
C 8.870113 -1.585435 2.571702 -0.234 -0.149 -0.619
N 9.132950 -3.994892 1.843018 0.742 0.238 -0.392
H 4.854417 -3.156305 0.427088 -0.599 0.008 -0.133
H 4.012396 -3.149470 2.041569 0.427 0.585 0.074
H 4.251003 -4.640664 1.258945 0.310 -0.136 -0.348
H 7.277514 -3.105327 0.376440 -0.459 -0.222 -0.207
H 6.524540 -1.903452 1.486860 -0.162 0.065 -0.362
H 7.956623 -3.325696 3.271652 -0.586 0.304 -0.015
H 9.835390 -1.753559 3.044896 -0.114 0.138 0.255
H 8.156350 -1.066865 3.212002 0.360 0.269 0.191
H 9.035219 -0.956192 1.693477 -0.020 -0.142 -0.141
H 9.494962 -3.840321 0.906212 0.011 0.218 0.045
H 8.642432 -4.879333 1.785662 -0.145 0.051 0.209
C 2.211351 -0.673366 0.923058 1.108 -0.376 0.991
O 1.481616 -0.173863 -0.152571 -0.029 -0.399 0.200
C 0.110858 -0.256821 0.124742 -1.186 -0.090 -0.805
C -0.664538 0.284471 -1.051306 -2.674 2.322 -0.119
C -0.458723 1.750443 -1.484190 2.617 -0.034 -0.318
N -2.124678 0.308589 -0.726290 -0.070 -1.560 0.533
H 3.285427 -0.501267 0.802757 -0.147 0.511 -0.232
H 2.203093 -1.761526 1.083497 -0.708 -0.021 -0.342
H 1.880673 -0.219859 1.865110 0.073 0.062 -0.032
H -0.286382 -1.275817 0.231860 0.602 -0.250 0.161
H -0.181058 0.243297 1.058541 0.293 0.323 -0.024
H -0.621356 -0.380786 -1.916284 0.623 -0.051 0.098
H -0.641324 2.531529 -0.743673 -0.477 -0.482 0.422
H -1.035683 2.003183 -2.373384 -0.137 -0.211 0.007
H 0.601484 1.921610 -1.725920 -0.056 0.011 -0.359
H -2.299778 0.828226 0.126071 0.086 0.139 -0.045
H -2.612410 0.784151 -1.474457 -0.138 0.163 0.189
C -3.457172 -1.781851 -7.422373 0.629 0.588 0.465
O -3.360082 -1.433488 -6.038762 -0.112 -0.324 -0.832
C -4.356429 -0.491024 -5.668907 1.255 0.205 1.528
C -4.270216 -0.411306 -4.119378 -1.538 0.478 0.317
C -5.689550 -0.151337 -3.562069 0.155 0.738 -0.266
N -3.342615 0.626377 -3.609107 0.882 -0.469 -0.850
H -4.404070 -2.297341 -7.571859 -0.024 0.071 -0.478
H -2.605171 -2.388967 -7.727013 -0.127 -0.406 0.467
H -3.316715 -0.875489 -8.021512 -0.650 0.054 -0.189
H -4.077604 0.497877 -6.054070 -0.196 0.079 -0.231
H -5.365278 -0.716161 -6.017302 0.080 -0.449 -0.096
H -3.979731 -1.369283 -3.686600 0.156 -0.265 -0.549
H -6.459067 -0.680106 -4.126203 0.050 -0.405 0.294
H -5.950363 0.905632 -3.671874 0.183 0.065 -0.007
H -5.738922 -0.360678 -2.494228 -0.066 -0.174 -0.044
H -2.801646 1.014118 -4.408187 -0.756 0.271 0.549
H -2.554283 0.126300 -3.197044 -0.255 -0.099 0.277
C 2.359610 -0.738716 -3.496499 -0.754 -0.471 0.717
O 1.724748 0.314996 -4.191332 0.535 0.055 0.007
C 0.429154 -0.021335 -4.690299 1.307 -0.029 0.758
C 0.015952 1.080108 -5.660396 -0.469 0.354 0.571
C 0.472294 2.480223 -5.220043 0.343 -0.706 -0.017
N -1.453786 1.102873 -5.730701 0.302 0.118 -0.610
H 2.021471 -0.850322 -2.456476 -0.433 0.289 -0.051
H 3.431077 -0.598565 -3.374433 0.077 0.234 -0.749
H 2.092781 -1.691730 -3.961048 0.498 -0.150 -0.236
H 0.513953 -1.034337 -5.099565 -0.304 0.137 -0.603
H -0.226484 -0.136814 -3.819753 -0.435 0.393 -0.273
H 0.445844 0.938502 -6.657197 0.178 -0.449 0.093
H 0.130987 2.746803 -4.220672 -0.232 -0.083 -0.128
H 0.099870 3.188152 -5.961156 0.061 0.198 0.124
H 1.561913 2.486553 -5.193223 -0.019 0.244 -0.125
H -1.672990 1.675138 -6.540330 -0.399 -0.101 0.061
H -1.850454 0.176212 -5.875948 0.217 -0.082 -0.290
C 4.042488 7.799804 -4.844349 -2.023 -0.431 -0.731
O 3.137938 7.566416 -3.773483 0.095 0.593 -0.172
C 2.162217 6.584525 -4.056233 0.513 -0.922 1.904
C 1.277357 6.511342 -2.803268 0.032 -0.378 0.792
C 0.332587 5.315768 -2.857183 -0.924 -0.430 -0.007
N 0.625927 7.800784 -2.547187 -0.733 -1.026 -0.136
H 3.401990 8.089395 -5.692222 0.378 0.313 -0.194
H 4.472217 6.848130 -5.172395 0.742 0.219 0.309
H 4.697056 8.630192 -4.608233 0.331 -0.340 0.191
H 1.492922 6.733903 -4.909785 0.373 0.455 -0.341
H 2.703474 5.634154 -4.137085 -0.227 -0.213 -0.450
H 1.828649 6.283573 -1.886405 0.803 0.285 -0.365
H -0.332530 5.314179 -3.727154 0.101 0.000 -0.112
H -0.320522 5.181778 -1.989041 -0.034 0.890 0.139
H 0.822044 4.339967 -2.792895 0.620 0.285 -0.596
H -0.074926 7.895986 -3.276222 0.025 0.605 0.077
H 1.312163 8.540103 -2.600811 -0.025 0.071 -0.233
C -0.351093 0.455145 4.482833 0.428 0.447 0.496
O -1.145655 0.135914 5.593906 -0.812 0.519 0.533
C -0.481801 -0.201085 6.810797 0.110 -0.763 -0.603
C -1.517904 -0.522001 7.864333 -2.780 -1.828 0.270
C -2.581842 -1.498819 7.280546 -0.153 -0.063 -2.494
N -2.208222 0.644835 8.417174 0.970 0.267 -0.252
H 0.407279 -0.306098 4.273165 -0.218 -0.238 -0.139
H 0.191495 1.395793 4.648158 0.020 0.071 0.013
H -1.035940 0.608662 3.650921 0.086 -0.239 -0.128
H 0.049401 -1.117186 6.531719 0.522 -0.035 0.603
H 0.200868 0.575242 7.161936 0.079 0.131 -0.153
H -1.283690 -1.219470 8.676377 1.675 0.931 0.283
H -3.312529 -1.984645 7.926624 0.348 0.338 0.639
H -2.107763 -2.298963 6.694698 0.203 -0.156 0.375
H -3.159048 -1.024970 6.476633 -0.085 0.268 0.264
H -3.013990 0.310424 8.927289 -0.150 0.212 -0.035
H -2.523143 1.185572 7.616820 -0.284 0.084 0.206
C 0.601224 -4.574671 0.800283 0.604 -1.073 -0.243
O -0.063734 -4.712657 2.040777 0.456 0.313 -0.259
C 0.853628 -5.091668 3.042367 0.079 -1.255 1.192
C 0.162730 -4.991931 4.402832 -1.354 1.639 -0.999
C -1.117468 -5.804477 4.397224 0.118 -1.267 0.598
N -0.178049 -3.562893 4.624230 0.697 -0.195 0.828
H 0.997967 -3.574970 0.618581 -0.327 0.164 -0.009
H 0.004516 -4.966165 -0.025749 -0.542 0.582 0.110
H 1.455806 -5.263217 0.755727 0.174 0.125 0.202
H 1.114483 -6.156819 2.949768 0.052 -0.044 -0.464
H 1.807401 -4.557699 3.009267 -0.198 0.488 -0.082
H 0.745823 -5.308672 5.267996 0.548 -0.126 -0.426
H -1.893431 -5.482764 3.706533 0.244 0.246 -0.149
H -1.534676 -5.808993 5.407370 -0.117 0.099 -0.049
H -0.867559 -6.850352 4.181241 -0.215 -0.010 -0.106
H -1.030478 -3.319020 4.134814 -0.029 -0.004 -0.125
H -0.385857 -3.505354 5.616853 -0.198 0.420 -0.089
C -3.433987 4.377930 -1.557115 -1.645 0.103 -1.314
O -3.292018 3.597697 -0.398139 0.249 0.347 -0.054
C -2.788311 4.428133 0.631108 0.725 -0.573 0.662
C -2.440068 3.627200 1.880461 -0.803 -1.065 -0.283
C -3.571618 2.747922 2.390065 -0.709 -0.198 -0.105
N -2.032154 4.520567 2.966728 0.556 -0.371 -0.398
H -2.553051 4.888068 -1.948191 0.341 -0.058 0.516
H -4.257719 5.099470 -1.467587 0.351 0.463 0.602
H -3.852403 3.815613 -2.397802 0.509 -0.821 0.288
H -1.794734 4.773400 0.314402 -0.297 0.827 -0.213
H -3.487272 5.226326 0.896670 0.104 0.205 -0.235
H -1.685064 2.895916 1.550880 0.446 0.307 0.093
H -3.199603 1.894284 2.962936 0.094 0.222 0.292
H -4.161840 2.297076 1.587956 0.181 0.167 -0.231
H -4.270789 3.329752 2.993791 0.089 -0.033 0.131
H -1.246069 5.090288 2.660888 -0.059 0.061 0.012
H -1.644600 3.909551 3.681421 -0.106 0.251 0.237
Br -4.130868 -4.354442 -0.970091 0.261 0.610 0.083
C -2.533174 -3.308709 -1.558876 0.117 -1.339 0.355
C -1.961710 -4.226499 -2.629925 -0.898 0.223 -0.807
Br -0.547922 -3.409552 -3.697823 0.005 -0.013 0.380
H -1.902561 -3.254233 -0.676411 -0.024 0.146 -0.029
H -2.853926 -2.315555 -1.854544 -0.022 -0.094 -0.207
H -2.753913 -4.449157 -3.343012 0.085 0.272 -0.181
H -1.659780 -5.216929 -2.301741 0.439 0.305 0.486
Br -5.544264 -2.228744 4.262973 0.161 -0.494 -0.012
C -5.366164 -2.397606 2.299719 -0.798 0.100 1.061
C -4.412006 -1.317347 1.856860 0.087 -1.101 -0.438
Br -2.562576 -2.064012 1.894286 -0.729 0.523 0.261
H -6.406670 -2.232806 2.025698 0.201 0.319 -0.483
H -5.129826 -3.425146 2.043267 0.379 0.112 0.079
H -4.498283 -0.489401 2.550050 0.399 0.245 -0.274
H -4.647892 -1.057063 0.826411 0.434 0.231 -0.020
Cl 2.909738 3.568684 -0.540744 -0.111 -0.127 -0.280
C 3.510628 1.993150 -1.062346 -0.033 -0.620 -0.296
Cl 4.545611 2.048206 -2.523667 0.101 0.242 0.599
H 3.993780 1.560993 -0.191951 0.575 0.108 -0.296
H 2.737422 1.292807 -1.358348 -0.501 0.503 0.197
Cl 3.178468 -1.345467 4.256597 0.333 -0.815 0.254
C 3.378054 -2.842805 5.227637 -0.246 -0.287 0.356
Cl 5.041115 -3.431085 5.462012 -0.176 0.522 -0.124
H 2.922126 -2.648328 6.192434 0.266 0.201 0.071
H 2.855419 -3.697984 4.813993 -0.202 0.419 -0.560

16
Properties=species:S:1:pos:R:3:forces:R:3 method="wB97M-V/def2-TZVPD" charge=+2 s2=0.7546 orbital_gap_ev="12.96 / 5.78" lumo_energy_ev="-6.91 / -14.04" energy_ev=-20746.301 multiplicity=2
Cs -1.834219 0.660987 -3.927670 -0.227 0.150 -0.580
O 0.099341 1.337057 -1.795510 0.091 -0.727 2.661
S 0.376371 1.535397 -0.363650 2.323 4.971 -1.999
O 0.158341 2.854087 0.198690 -0.183 -2.917 -0.688
O -0.556569 0.460317 0.517030 -0.529 -1.384 -0.248
C -0.710199 -0.873313 0.084780 -0.340 0.170 2.938
C -1.295459 -1.671773 1.223310 0.118 -0.628 -0.862
C 2.039881 0.990407 0.129880 -0.583 -1.175 -0.418
H 0.200911 -1.324943 -0.307670 0.754 0.206 -0.477
H -1.334459 -0.802523 -0.805950 -0.579 0.089 -0.723
H -0.618019 -1.718943 2.075910 0.005 0.433 0.112
H -1.340629 -2.702793 0.872500 -0.355 -0.089 -0.038
H -2.289649 -1.328693 1.509650 0.059 -0.002 0.136
H 2.752661 1.740177 -0.213490 -0.341 0.484 0.276
H 2.304681 0.072827 -0.395500 -0.260 -0.110 -0.155
H 2.047021 0.771727 1.197690 0.046 0.529 0.064